A structure of composition C9H9ClF5N3O5STeTl, computed with wB97M-V/def2-TZVPD.

The total charge is -1. The value obtained for the gap between HOMO and LUMO is 7.903 eV. The HOMO energy is -5.55 eV.

Last column: Löwdin charge in e.
Cartesian coordinates (Å):
Tl: -1.97 0.75 0.57  0.92
Te: -4.37 -1.51 3.07  1.73
Cl: 1.00 1.13 2.25  0.62
S: -1.16 -0.71 -2.24  0.53
F: -5.84 -2.00 4.13  -0.39
F: -4.03 -3.35 3.06  -0.40
F: -5.06 0.22 3.29  -0.40
F: -3.51 -1.35 4.72  -0.39
F: -5.59 -1.75 1.66  -0.40
O: 2.19 1.58 1.56  -0.36
O: 0.00 2.18 2.23  -0.45
O: 1.31 0.75 3.59  -0.32
O: 0.45 -0.02 1.53  -0.49
O: -2.98 -1.06 2.06  -0.78
N: 0.77 -2.15 -1.00  -0.12
N: 0.49 1.92 -1.42  0.13
N: 1.46 -0.19 -1.60  0.01
C: 2.11 -2.07 -0.68  -0.04
C: 2.57 1.72 -2.57  0.00
C: 0.35 -1.00 -1.57  -0.78
C: 2.54 -0.86 -1.05  -0.04
C: 2.62 3.09 -2.74  -0.06
C: 0.54 3.23 -1.59  -0.11
C: 1.59 3.87 -2.24  -0.06
C: 1.48 1.20 -1.88  -0.28
C: -0.13 -3.24 -0.65  -0.02
H: 3.34 1.08 -2.96  0.11
H: 1.59 4.95 -2.33  0.10
H: 2.62 -2.88 -0.18  0.12
H: 3.45 3.55 -3.26  0.10
H: 0.46 -4.15 -0.53  0.09
H: -0.64 -3.01 0.29  0.11
H: -0.28 3.80 -1.17  0.12
H: -0.86 -3.36 -1.44  0.06
H: 3.49 -0.38 -0.90  0.13

---

A structure of composition C29H31Br3N5Y, computed with wB97M-V/def2-TZVPD.

The total charge is +2. The value obtained for the gap between HOMO and LUMO is 5.600 eV. The HOMO energy is -12.65 eV.

Last column: Löwdin charge in e.
Cartesian coordinates (Å):
Y: 0.22 -0.33 0.03  1.44
Br: 3.40 -0.74 0.71  0.76
Br: 1.40 -2.52 2.38  0.72
Br: -4.78 -3.04 4.85  0.84
N: 1.10 -1.89 -1.57  -0.02
N: -1.21 0.42 -2.01  -0.26
N: 0.75 1.62 -0.47  -0.16
N: 0.42 1.22 2.19  -0.26
N: -1.03 -2.37 0.13  -0.05
C: 3.76 3.43 0.79  -0.05
C: -3.18 -1.60 3.00  -0.10
C: 0.58 0.64 3.54  -0.11
C: -0.76 2.12 2.23  -0.04
C: -2.34 -1.49 1.91  -0.05
C: 0.34 -3.00 -1.73  -0.26
C: 1.73 2.19 0.38  -0.32
C: -1.96 -2.60 1.16  -0.30
C: -1.59 4.03 -3.00  -0.06
C: 2.38 -2.52 -3.49  0.00
C: 0.02 2.45 -1.32  -0.23
C: -0.91 -0.19 -3.32  -0.05
C: 0.17 3.85 -1.37  -0.01
C: -0.74 -3.24 -0.77  -0.05
C: -0.62 4.62 -2.20  -0.05
C: 2.84 2.89 -0.09  -0.04
C: -2.46 -3.86 1.52  0.00
C: 0.56 -3.89 -2.77  0.02
C: -1.77 2.66 -2.94  -0.03
C: 2.51 2.54 2.64  -0.02
C: -3.31 -3.98 2.61  -0.08
C: 2.09 -1.67 -2.43  -0.13
C: 3.59 3.26 2.15  -0.05
C: 3.26 -2.11 2.08  -0.92
C: -0.99 1.88 -2.10  -0.22
C: -2.62 0.14 -1.66  -0.06
C: 1.58 1.99 1.76  -0.26
C: -3.66 -2.86 3.35  -0.67
C: 1.59 -3.65 -3.66  0.01
H: -0.20 -0.09 3.72  0.07
H: -1.98 -0.50 1.62  0.07
H: -2.53 2.21 -3.56  0.12
H: -0.49 5.69 -2.22  0.12
H: 0.13 0.02 -3.59  0.10
H: -0.56 2.98 2.88  0.11
H: 4.30 3.69 2.85  0.12
H: -1.06 -1.27 -3.27  0.08
H: 3.76 -3.01 1.73  0.02
H: 2.96 3.00 -1.16  0.13
H: 0.51 1.41 4.31  0.10
H: -2.90 0.70 -0.76  0.10
H: -2.76 -0.93 -1.48  0.08
H: -1.26 -4.19 -0.85  0.14
H: 1.77 -4.33 -4.49  0.13
H: -1.55 0.21 -4.10  0.10
H: 3.70 -1.74 2.99  0.02
H: 2.40 2.42 3.71  0.12
H: -2.18 -4.75 0.98  0.12
H: -2.20 4.63 -3.66  0.11
H: -3.48 -0.73 3.57  0.12
H: 2.68 -0.78 -2.28  0.11
H: -3.69 -4.95 2.89  0.12
H: -1.62 1.59 2.63  0.08
H: 0.90 4.33 -0.74  0.11
H: 3.20 -2.31 -4.15  0.13
H: 4.61 3.98 0.41  0.12
H: -3.31 0.43 -2.46  0.10
H: 1.55 0.16 3.63  0.06
H: -0.99 2.50 1.23  0.09
H: -0.07 -4.76 -2.87  0.13

---

A cluster of 2 separate species, C6H15N2 in total, computed with wB97M-V/def2-TZVPD.

The total charge is +1. The value obtained for the gap between HOMO and LUMO is 5.723 eV. The HOMO energy is -13.10 eV.

Last column: Löwdin charge in e.
Cartesian coordinates (Å):
N: 0.23 0.11 -1.73  0.15
N: -2.90 -0.39 1.44  0.03
C: 0.61 0.83 -2.90  -0.25
C: -0.37 0.24 0.54  0.12
C: -0.38 0.74 -0.78  -0.12
C: 2.14 0.94 -2.93  -0.05
C: -0.90 0.95 1.76  -0.13
C: -1.90 0.04 2.42  -0.25
H: -1.35 1.83 1.29  0.13
H: 2.64 -0.01 -2.77  0.08
H: 2.47 1.44 -3.85  0.09
H: -3.53 -1.12 1.73  0.09
H: 3.64 -5.66 3.22  0.00
H: -1.04 1.58 -1.04  0.15
H: -0.02 1.19 2.36  0.16
H: 0.21 1.85 -2.95  0.12
H: 4.09 -5.11 3.06  0.00
H: -1.39 -0.85 2.79  0.12
H: 0.21 0.40 -3.83  0.14
H: 0.23 -0.66 0.64  0.15
H: -2.48 0.44 3.25  0.13
H: -2.67 -0.48 0.47  0.06
H: 2.45 1.70 -2.20  0.08

---

A cluster of 2 separate species, C8H21NO3 in total, computed with wB97M-V/def2-TZVPD.

The value obtained for the gap between HOMO and LUMO is 9.392 eV. As for the SMILES: COCCNCCOC.CCO. The HOMO energy is -8.53 eV.

Last column: Löwdin charge in e.
Cartesian coordinates (Å):
O: 1.88 -1.66 -1.98  -0.09
O: -1.24 0.97 -1.40  -0.22
O: 0.16 -0.62 1.84  -0.20
N: 0.75 1.70 0.46  -0.06
C: 1.10 1.58 1.85  -0.21
C: -0.17 -2.83 -2.27  -0.08
C: -0.26 2.66 0.06  -0.22
C: 0.45 -1.48 -2.00  -0.31
C: -2.28 0.66 -0.50  -0.10
C: 1.27 0.13 2.26  -0.24
C: -0.76 2.30 -1.32  -0.21
C: 0.24 -1.99 2.15  -0.10
H: 0.03 2.39 -2.07  0.13
H: -0.69 -2.32 2.63  0.09
H: -3.08 1.41 -0.54  0.09
H: 1.36 0.10 3.36  0.13
H: -1.09 2.63 0.78  0.11
H: 0.20 -1.12 -1.00  0.08
H: 1.01 -2.21 2.90  0.09
H: -1.26 -2.81 -2.18  0.07
H: 0.62 0.82 0.00  0.08
H: 2.06 2.09 2.07  0.11
H: 0.12 3.69 0.09  0.12
H: 0.12 -3.13 -3.28  0.08
H: 0.18 -3.57 -1.56  0.07
H: 2.27 -1.12 -1.28  0.07
H: 0.17 -0.77 -2.78  0.11
H: 0.40 -2.60 1.26  0.08
H: 0.36 2.10 2.48  0.12
H: -1.92 0.55 0.52  0.08
H: 2.21 -0.26 1.86  0.13
H: -2.67 -0.31 -0.81  0.09
H: -1.55 3.00 -1.61  0.12